No. 1
This record from OMol25 describes 6 unconnected molecules or ions with the total composition C15H45N7O6 in a non-equilibrium geometry. The level of theory is the ωB97M-V functional and the def2-TZVPD basis.

Properties
calculated total energy: -38999.9597 eV
molecular weight: 419.6 g/mol
LUMO level: 0.74 eV
SMILES: COC[C@H](C)N.COC[C@H](C)N.COC[C@H](C)N.NC(N)=O.NC(N)=O.CO

Geometry as XYZ:
```
73
C15H45N7O6 the ωB97M-V functional and the def2-TZVPD basis
C -12.678 -5.328 1.846
O -13.381 -6.172 1.312
N -11.761 -5.710 2.754
N -12.828 -3.951 1.605
H -11.655 -6.700 2.902
H -11.280 -5.020 3.341
H -12.051 -3.352 1.784
H -13.461 -3.683 0.898
C -15.869 -2.442 -0.329
O -14.755 -3.033 -0.335
N -16.052 -1.242 -0.951
N -16.921 -2.958 0.387
H -17.028 -0.969 -1.109
H -15.478 -1.184 -1.831
H -16.652 -3.879 0.807
H -17.916 -2.794 0.160
C -17.219 -4.637 -4.180
C -16.807 -3.195 -3.755
C -15.800 -2.737 -4.641
O -15.366 -1.480 -4.113
C -14.404 -0.806 -5.006
N -18.109 -2.446 -3.783
H -17.857 -5.115 -3.492
H -16.272 -5.215 -4.212
H -17.756 -4.534 -5.109
H -16.498 -3.123 -2.718
H -16.250 -2.606 -5.638
H -14.910 -3.366 -4.709
H -14.938 -0.234 -5.777
H -13.844 -1.674 -5.430
H -13.784 -0.108 -4.487
H -18.051 -1.431 -4.046
H -18.729 -2.920 -4.444
C -21.353 -3.396 -1.621
C -20.675 -2.698 -0.391
C -20.457 -3.759 0.717
O -21.704 -4.428 0.928
C -21.518 -5.394 1.913
N -19.425 -2.059 -0.835
H -21.383 -2.652 -2.441
H -22.386 -3.746 -1.408
H -20.783 -4.265 -1.990
H -21.303 -1.899 0.072
H -20.228 -3.208 1.591
H -19.599 -4.374 0.579
H -21.342 -5.020 2.948
H -20.715 -6.067 1.705
H -22.426 -6.036 1.891
H -19.057 -2.371 -1.717
H -19.709 -1.093 -0.892
C -16.088 -6.788 4.755
C -16.516 -5.967 3.583
C -16.085 -6.677 2.288
O -16.616 -5.893 1.229
C -17.018 -6.679 0.124
N -17.963 -5.742 3.774
H -15.019 -6.992 4.652
H -16.729 -7.677 4.659
H -16.282 -6.399 5.716
H -15.977 -5.008 3.662
H -16.665 -7.657 2.174
H -15.006 -6.811 2.312
H -17.900 -7.210 0.431
H -16.190 -7.265 -0.295
H -17.305 -5.960 -0.693
H -18.092 -5.388 4.716
H -18.350 -5.185 3.087
C -13.407 -5.249 -2.499
O -13.363 -3.798 -2.516
H -12.579 -5.566 -3.176
H -13.203 -5.534 -1.498
H -14.376 -5.640 -2.752
H -13.708 -3.430 -1.667
```

These are the Löwdin partial charges, in e, on atoms 1 to 6:
1 C -0.65
2 O 0.00
3 N 0.15
4 N 0.18
5 H 0.11
6 H 0.11



No. 2
This record from OMol25 describes a molecular structure, C15H47AsF6O8 in a non-equilibrium geometry. The level of theory is the ωB97M-V functional and the def2-TZVPD basis.

Properties
calculated total energy: -109830.3444 eV
charge: +1
molecular weight: 544.4 g/mol
LUMO level (spin up / spin down): -2.92 / -9.21 eV
multiplicity: 2

Geometry as XYZ:
```
77
C15H47AsF6O8 the ωB97M-V functional and the def2-TZVPD basis
O 0.089 0.067 -4.228
H 0.880 0.006 -3.687
H -0.513 -0.675 -4.138
H 0.344 0.262 -5.133
As -0.097 1.767 -0.866
F 0.465 3.011 -2.110
F -1.242 2.912 -0.224
F -0.429 0.355 0.233
F 0.917 0.509 -1.710
F 1.173 2.302 0.227
F -1.330 1.208 -1.995
C 4.865 -3.828 -0.288
C 3.760 -3.074 -0.991
C 3.507 -1.650 -0.435
O 4.265 -2.895 -2.285
H 5.672 -3.136 -0.048
H 5.272 -4.671 -0.847
H 4.572 -4.193 0.696
H 2.786 -3.554 -1.089
H 3.209 -1.753 0.608
H 2.626 -1.221 -0.914
H 4.444 -1.131 -0.638
H 4.482 -3.729 -2.707
C -4.883 -1.983 3.621
C -3.480 -1.696 3.099
C -3.502 -0.647 1.876
O -2.783 -1.128 4.213
H -5.563 -1.152 3.806
H -4.819 -2.536 4.558
H -5.434 -2.588 2.900
H -2.963 -2.594 2.760
H -2.517 -0.219 1.692
H -4.102 0.236 2.094
H -3.856 -1.064 0.933
H -2.011 -0.742 3.792
C 2.136 -0.321 2.848
C 1.113 -0.211 3.957
C 1.148 1.042 4.811
O -0.060 -0.224 3.204
H 3.041 0.247 3.067
H 1.883 0.119 1.884
H 2.487 -1.344 2.718
H 1.174 -1.062 4.636
H 2.076 1.334 5.303
H 0.345 0.975 5.545
H 0.975 1.946 4.227
H 0.178 -0.307 2.278
C -3.631 -1.837 -2.374
C -2.161 -1.953 -2.651
C -1.612 -3.323 -2.203
O -1.869 -1.709 -4.055
H -4.010 -0.838 -2.591
H -3.862 -1.927 -1.313
H -4.205 -2.662 -2.795
H -1.710 -1.097 -2.151
H -1.795 -3.438 -1.135
H -0.524 -3.356 -2.152
H -1.815 -4.225 -2.781
H -2.542 -2.131 -4.594
C 3.010 4.515 1.183
O 3.329 3.170 1.519
H 3.658 5.263 1.640
H 3.125 4.702 0.115
H 2.004 4.865 1.417
H 2.827 2.508 1.039
C -4.768 2.077 -1.454
O -3.971 2.883 -2.281
H -5.726 2.517 -1.177
H -4.797 1.068 -1.864
H -4.437 1.990 -0.419
H -3.069 2.954 -1.960
C 3.314 4.356 -2.330
O 2.502 5.498 -2.386
H 4.254 4.580 -1.825
H 2.922 3.463 -1.844
H 3.650 3.922 -3.272
H 1.609 5.194 -2.562
```

These are the Löwdin partial charges, in e, on atoms 1 to 6:
1 O 0.33
2 H 0.15
3 H 0.09
4 H 0.18
5 As 0.94
6 F -0.28